Formula: C22H42N4O10
Source: the Open Molecules 2025 dataset
Level of theory: the ωB97M-V functional and the def2-TZVPD basis

XYZ file:
```
78
Properties=species:S:1:pos:R:3:forces:R:3
C 1.7503 0.7781 -2.7427 1.2 0.4 -0.3
O 1.2044 -0.3027 -3.4883 0.0 1.1 0.1
C 0.1305 0.2042 -4.2531 -0.7 -0.2 1.1
C -0.8250 -0.9187 -4.6258 0.1 -0.1 -1.5
O -0.1234 -2.0704 -5.0450 0.4 -0.8 0.3
C -0.9273 -3.2391 -5.1692 -0.6 0.7 -0.2
H 1.1274 1.1374 -1.9215 -0.3 -0.2 0.0
H 1.9961 1.6362 -3.3743 -0.5 0.1 -0.3
H 2.7413 0.5577 -2.3469 -0.3 -0.7 0.2
H 0.3971 0.9000 -5.0526 0.7 -0.7 -0.6
H -0.4597 0.8939 -3.6375 -0.3 -0.1 0.4
H -1.3832 -0.5483 -5.4920 -0.4 0.1 0.0
H -1.5681 -1.1546 -3.8607 0.2 0.0 0.4
H -1.5265 -3.2236 -6.0839 -0.1 0.3 -0.1
H -1.6340 -3.2782 -4.3373 0.0 -0.3 0.2
H -0.3677 -4.1701 -5.2449 0.6 0.4 0.4
C -0.7631 3.8102 -0.5307 -1.1 -1.2 -0.4
O -0.1583 4.2732 0.4166 0.3 0.3 -0.3
N -2.1110 3.6907 -0.5868 -0.6 -0.4 0.9
C -2.8750 2.9781 -1.6512 0.6 0.6 0.8
C -2.8692 4.2581 0.5452 0.2 -0.1 -0.7
H -0.3549 3.3109 -1.4259 0.8 0.3 0.0
H -2.2133 2.9080 -2.5131 -0.3 0.0 -0.2
H -3.7917 3.5339 -1.8475 0.3 0.3 -0.4
H -3.2293 1.9830 -1.3781 0.5 -0.1 0.3
H -2.8471 5.3363 0.3829 -0.8 0.1 0.2
H -3.8407 3.7670 0.5272 -0.2 0.6 0.1
H -2.4381 4.1164 1.5357 0.4 -0.4 -0.3
C 3.2434 4.6359 -0.4776 -0.9 -0.6 -2.3
O 3.3561 3.5076 -0.9364 0.3 -0.3 1.2
N 3.4699 5.1058 0.7451 -0.6 -0.7 -0.1
C 3.2280 6.5209 1.0069 -0.4 -0.8 1.8
C 3.5255 4.1512 1.8726 -0.3 0.9 0.3
H 2.8248 5.3494 -1.2077 0.3 0.8 0.4
H 4.0888 6.7760 1.6252 -0.1 1.0 -0.2
H 2.3282 6.5882 1.6241 0.0 0.1 0.3
H 2.9924 7.1973 0.1888 0.8 -0.5 -0.5
H 2.7362 3.3993 1.8675 0.2 -0.2 -0.9
H 4.5159 3.7129 1.9769 -0.1 -0.1 0.0
H 3.2337 4.6781 2.7828 0.6 0.4 0.0
C -0.0160 -6.8607 4.3262 0.5 0.6 -0.1
O 1.0123 -7.4685 4.5469 -0.4 -1.0 -0.1
N -0.1401 -5.5666 4.6374 0.0 2.8 0.4
C -1.0382 -4.6494 3.8879 -0.3 -2.1 -0.5
C 0.9986 -4.8141 5.1720 0.2 -0.2 -0.6
H -0.9446 -7.2112 3.8466 0.2 -0.6 0.0
H -0.6558 -4.4650 2.8832 0.4 0.4 0.2
H -1.2561 -3.7044 4.3775 0.1 -0.3 0.2
H -1.9373 -5.2387 3.6946 -0.4 0.4 0.2
H 1.4442 -4.2711 4.3349 0.1 0.2 0.0
H 0.6557 -4.0747 5.8947 0.0 -0.2 0.1
H 1.7907 -5.4448 5.5692 -0.4 -0.2 0.2
C 0.1930 -0.9799 2.5107 -2.2 -0.3 -0.7
O -0.6381 -1.8898 2.5943 1.4 0.5 0.2
N -0.1404 0.2730 2.1531 -0.5 0.9 0.1
C 0.9808 1.1749 1.9216 -0.1 1.0 0.1
C -1.5189 0.7696 1.8011 0.8 -0.5 0.3
H 1.2860 -1.0161 2.6330 -0.1 -0.7 0.3
H 0.6788 2.2196 2.0138 -0.5 0.0 -0.7
H 1.4442 0.9673 0.9568 0.1 0.3 0.0
H 1.7413 1.2019 2.7046 0.0 -1.0 0.1
H -2.3299 0.0704 1.9991 0.5 -0.5 0.3
H -1.7377 1.6601 2.3892 0.2 0.1 -0.1
H -1.5999 0.9715 0.7332 0.2 0.3 0.0
C -0.5063 -1.0761 -0.9193 0.6 -0.1 0.9
C 0.5064 -1.9599 -1.0488 2.3 1.4 0.5
C 0.3413 -3.3909 -1.3181 -0.2 -1.1 0.0
O 1.2889 -4.1579 -1.4613 -0.8 1.0 0.2
C -1.0501 -3.7872 -1.3198 -0.7 -0.6 -1.1
C -2.0734 -2.9217 -1.2784 -1.7 0.1 1.8
C -1.9402 -1.4448 -0.9359 2.4 0.4 -2.2
O -2.8163 -0.5989 -0.9905 -0.3 -1.2 0.7
O -3.3494 -3.3791 -1.3500 0.5 -0.5 -0.4
O 1.8333 -1.5931 -0.8957 -2.0 0.4 0.1
H -0.2172 -0.0674 -0.6596 -0.2 0.1 -0.1
H -1.2918 -4.8142 -1.5578 0.1 -0.1 0.2
H -3.9562 -2.8603 -0.8126 0.1 0.5 -0.1
H 2.3747 -2.3923 -0.9001 -0.1 -0.4 -0.3
```
Positions in Å, forces in eV/Å.

The HOMO energy comes out at -8.917 eV. As for the net charge: 0. The multiplicity is 1. The calculation puts the electronic energy at -1834.76714 Eh. As for the SMILES: O=C1C=C(O)C(=O)C=C1O.CN(C)C=O.CN(C)C=O.CN(C)C=O.CN(C)C=O.COCCOC. The calculation puts the relative energy (zero: lowest compared OMol25 entry of this formula, charge and spin) at 0.0 kJ/mol.

These are the Löwdin partial charges, in e, on atoms 1 to 5:
1 C -0.120
2 O -0.160
3 C -0.209
4 C -0.198
5 O -0.168



Formula: C22H42N4O7S2
Source: the Open Molecules 2025 dataset
Level of theory: the ωB97M-V functional and the def2-TZVPD basis

XYZ file:
```
77
Properties=species:S:1:pos:R:3:forces:R:3
S 4.0554 2.5349 1.3151 0.7 0.2 0.6
C 2.9940 1.9650 0.1695 -0.2 0.1 0.0
N 1.7114 1.6674 0.4990 0.1 0.0 -0.2
C 0.7878 0.9746 -0.3713 -0.4 0.3 -0.6
H 0.1235 0.3827 0.2620 0.1 -0.1 -0.1
C -0.0858 1.8985 -1.2238 0.2 -0.2 -0.2
O -1.0677 2.4789 -0.3850 0.1 -0.2 0.2
C -2.0101 3.2795 -1.0535 -0.4 0.0 -0.2
C -3.1063 2.4790 -1.7588 0.4 0.2 0.1
O -3.9751 1.9609 -0.7698 0.1 0.0 0.1
C -5.0660 1.2343 -1.2732 0.0 -0.3 0.0
C -4.6948 -0.1525 -1.8322 -0.1 0.5 -0.2
N -3.8808 -0.9233 -0.9215 0.2 -0.1 0.1
C -2.6036 -1.2658 -1.2396 -0.1 -0.1 0.0
S -1.9483 -0.9361 -2.7350 0.4 0.0 -0.8
N -1.8895 -1.9252 -0.3128 -0.2 0.0 0.4
H -2.1797 -1.8921 0.6567 -0.1 0.0 0.0
C -0.5950 -2.5034 -0.5769 0.5 -0.2 -0.1
H -0.7091 -3.4574 -1.1068 0.1 0.1 0.0
C 0.1527 -2.7478 0.7307 -0.2 0.0 0.0
O 1.3598 -3.4162 0.4257 -0.2 0.0 -0.3
C 2.3967 -3.2447 1.3679 0.3 0.3 0.1
C 3.1916 -1.9445 1.1663 -0.3 -0.3 0.1
O 4.1278 -2.0053 0.1197 0.1 0.0 -0.1
C 3.5666 -2.1914 -1.1660 0.3 0.0 -0.4
C 4.5805 -1.7695 -2.2353 -0.4 -0.2 0.3
O 4.5937 -0.3802 -2.4606 -0.1 0.3 0.0
C 5.3130 0.3731 -1.4942 0.1 0.3 0.1
C 4.7694 1.8017 -1.5141 0.5 -0.4 -0.1
N 3.3810 1.8289 -1.1194 -0.5 -0.4 -0.2
H 2.7715 1.3510 -1.7664 -0.1 0.1 0.1
H 4.8420 2.2074 -2.5252 0.0 0.0 0.0
H 5.3363 2.4228 -0.8188 -0.1 -0.1 -0.2
H 6.3839 0.3726 -1.7416 -0.1 0.0 0.0
H 5.1819 -0.0549 -0.4957 0.0 0.1 -0.1
H 5.5757 -2.1302 -1.9496 0.0 0.0 -0.1
H 4.2927 -2.2143 -3.1910 0.1 -0.1 0.1
H 2.6591 -1.5819 -1.2751 0.0 -0.1 0.0
H 3.2876 -3.2421 -1.3131 0.0 0.1 0.0
H 3.7820 -1.7345 2.0611 -0.1 0.0 0.0
H 2.4902 -1.1135 0.9961 0.0 0.0 0.1
H 1.9963 -3.2697 2.3893 0.0 0.0 0.0
H 3.0685 -4.0958 1.2285 0.0 0.1 0.1
H -0.4585 -3.3796 1.3960 0.1 0.1 0.0
H 0.3356 -1.7969 1.2451 0.0 0.0 0.0
H -0.0159 -1.8406 -1.2282 -0.1 -0.1 0.1
C -4.4840 -1.2875 0.3414 0.2 0.2 0.4
H -5.5642 -1.1914 0.2219 0.1 0.0 0.0
H -4.2618 -2.3342 0.5758 -0.1 0.0 0.0
C -4.0242 -0.4166 1.5217 -0.3 0.0 0.0
O -2.9471 -1.0722 2.1723 0.0 -0.2 -0.3
C -2.3595 -0.3424 3.2246 0.3 0.4 0.1
C -1.3725 0.7447 2.7788 -0.2 -0.3 0.1
O -0.0983 0.1619 2.5730 -0.2 -0.3 0.0
C 0.9908 1.0353 2.7955 0.3 0.4 -0.1
C 1.1551 2.1443 1.7482 -0.1 -0.2 0.6
H 0.1903 2.6100 1.5368 0.1 0.0 0.0
H 1.8415 2.8916 2.1518 -0.2 -0.1 -0.1
H 1.8798 0.4005 2.7995 0.0 0.1 0.0
H 0.8895 1.5024 3.7854 0.0 0.0 0.0
H -1.7253 1.2314 1.8596 0.0 0.0 0.1
H -1.3060 1.5019 3.5709 0.0 0.0 0.0
H -1.8155 -1.0797 3.8205 0.0 0.2 0.1
H -3.1476 0.1108 3.8404 0.0 0.0 0.0
H -3.7238 0.5702 1.1504 0.0 -0.1 0.0
H -4.8464 -0.2872 2.2409 0.1 0.0 0.0
H -4.1314 -0.0507 -2.7624 -0.2 -0.1 0.2
H -5.6220 -0.6955 -2.0475 0.0 0.0 0.0
H -5.5764 1.8008 -2.0662 0.0 -0.1 0.1
H -5.7483 1.1296 -0.4247 -0.1 0.0 -0.1
H -2.6633 1.6701 -2.3523 -0.1 0.1 0.0
H -3.6650 3.1435 -2.4347 0.0 0.0 0.0
H -2.4732 3.8949 -0.2776 0.0 0.1 -0.1
H -1.5095 3.9296 -1.7841 0.0 0.0 0.0
H 0.5207 2.6912 -1.6883 0.0 0.0 0.1
H -0.5526 1.3007 -2.0173 0.0 0.0 0.1
H 1.3278 0.2884 -1.0287 -0.1 0.0 0.1
```
Positions in Å, forces in eV/Å.

The HOMO energy comes out at -7.807 eV. As for the net charge: 0. The multiplicity is 1. The calculation puts the electronic energy at -2405.50719 Eh. As for the SMILES: S=C1NCCOCCOCCOCCNC(=S)N2CCOCCOCCN1CCOCCOCC2. The calculation puts the relative energy (zero: lowest compared OMol25 entry of this formula, charge and spin) at 0.0 kJ/mol.

These are the natural (NBO) partial charges, in e, on atoms 1 to 5:
1 S -0.316
2 C 0.318
3 N -0.441
4 C -0.253
5 H 0.241



Formula: C22H42NO3
Source: the Open Molecules 2025 dataset
Level of theory: the ωB97M-V functional and the def2-TZVPD basis

XYZ file:
```
68
Properties=species:S:1:pos:R:3:forces:R:3
C -8.0553 -1.6497 0.0871 0.1 -0.2 0.1
H -8.9790 -2.1908 0.2743 -0.1 0.0 0.0
C -6.8803 -2.6191 0.0428 0.0 0.2 -0.2
C -5.5601 -1.9469 -0.3382 -0.2 -0.1 0.3
C -5.0762 -0.9568 0.7208 0.2 -0.1 -0.2
C -3.6410 -0.4815 0.4933 0.0 0.2 -0.1
C -3.5111 0.3597 -0.7724 -0.6 -0.3 0.3
H -3.7295 -0.2267 -1.6644 0.0 0.1 0.1
H -4.1681 1.2323 -0.7210 0.1 -0.1 -0.1
O -2.1522 0.8058 -0.9540 0.5 -0.1 -0.2
C -1.7876 1.9294 -0.3881 0.5 0.4 0.1
O -2.4777 2.6657 0.2669 -0.3 0.0 0.1
C -0.3090 2.1894 -0.7221 -0.6 -1.0 -0.4
N 0.3209 3.3204 0.0040 -0.1 0.0 0.0
C -0.3176 4.5886 -0.4052 -0.6 0.9 -0.2
H -1.3885 4.5313 -0.2163 0.2 -0.1 0.0
H -0.1489 4.7718 -1.4648 0.1 -0.1 0.0
H 0.0945 5.4173 0.1671 0.1 -0.1 0.0
C 0.1572 3.1468 1.4608 -0.2 -0.1 1.0
H -0.8954 3.2398 1.7212 0.1 0.0 -0.1
H 0.5105 2.1613 1.7558 0.1 0.0 -0.1
H 0.7217 3.9125 1.9888 0.1 0.0 -0.1
C 1.7707 3.3807 -0.3586 1.0 -0.4 -0.1
H 2.1470 4.3733 -0.1041 -0.2 0.0 0.0
H 1.8449 3.2476 -1.4394 -0.2 0.1 0.0
C 2.6734 2.3530 0.3359 0.0 0.0 0.1
O 2.1187 1.0682 0.2219 -0.1 0.2 -0.1
C 2.9308 -0.0096 0.6972 0.2 -0.3 0.1
H 3.5535 0.3775 1.5118 0.0 0.0 0.0
C 2.0067 -1.1497 1.1726 0.1 0.0 0.0
H 2.1009 -1.3264 2.2423 0.0 0.0 0.0
H 0.9657 -0.9014 0.9633 -0.1 0.0 0.0
C 2.4749 -2.3522 0.3465 -0.2 -0.1 0.1
H 2.1811 -3.3099 0.7701 0.0 -0.1 0.0
C 1.9839 -2.1273 -1.0879 -0.1 -0.2 0.0
H 2.1207 -3.0221 -1.6915 0.0 0.0 -0.1
H 0.9240 -1.8736 -1.1117 -0.1 -0.1 0.0
C 2.8714 -0.9667 -1.5765 0.0 0.1 0.0
H 3.4458 -1.2334 -2.4616 0.0 0.0 0.0
H 2.2865 -0.0802 -1.8210 0.1 0.0 -0.1
C 3.8075 -0.6906 -0.3849 0.1 0.4 -0.1
C 5.0745 0.0576 -0.7573 -0.3 -0.2 0.1
H 5.6196 0.3703 0.1309 0.1 0.1 0.1
H 4.8485 0.9364 -1.3593 0.0 0.1 -0.1
H 5.7219 -0.5865 -1.3465 0.1 0.0 -0.1
C 3.9919 -2.1072 0.2260 0.0 -0.1 0.1
C 4.7010 -3.1029 -0.6923 -0.1 0.2 0.0
H 5.7731 -2.9215 -0.6827 0.1 0.0 0.0
H 4.3611 -3.0570 -1.7199 0.0 0.0 -0.2
H 4.5319 -4.1126 -0.3250 0.0 -0.1 0.0
C 4.7386 -2.1451 1.5598 -0.2 0.1 -0.2
H 4.7511 -3.1665 1.9330 0.0 -0.1 0.1
H 5.7695 -1.8300 1.4162 0.1 0.0 0.0
H 4.2967 -1.5175 2.3256 0.0 0.1 0.2
H 2.8193 2.6099 1.3964 0.0 0.0 -0.1
H 3.6549 2.4090 -0.1518 -0.1 0.1 0.0
H -0.2523 2.3746 -1.7980 0.1 0.1 0.1
H 0.2599 1.2804 -0.5054 -0.1 0.3 -0.1
H -2.9723 -1.3416 0.4198 0.1 0.0 0.0
H -3.3265 0.1253 1.3461 0.1 0.0 0.0
H -5.7372 -0.0900 0.7502 -0.1 0.0 0.1
H -5.1190 -1.4417 1.6979 -0.1 0.0 0.1
H -5.6906 -1.4372 -1.2947 0.0 0.0 -0.1
H -4.8007 -2.7213 -0.4705 0.1 0.0 -0.1
H -6.7717 -3.1035 1.0153 0.0 -0.1 0.0
H -7.0941 -3.3985 -0.6913 0.0 -0.1 0.1
H -7.9301 -0.9150 0.8781 -0.1 0.1 0.1
H -8.1540 -1.1257 -0.8612 -0.1 0.1 -0.1
```
Positions in Å, forces in eV/Å.

The HOMO energy comes out at -12.609 eV. As for the net charge: +1. The multiplicity is 1. The calculation puts the electronic energy at -1143.73520 Eh. As for the SMILES: CCCCCCOC(=O)C[N+](C)(C)CCO[C@H]1C[C@H]2CC[C@]1(C)C2(C)C. The calculation puts the relative energy (zero: lowest compared OMol25 entry of this formula, charge and spin) at 9.4 kJ/mol.

These are the natural (NBO) partial charges, in e, on atoms 1 to 5:
1 C -0.609
2 H 0.219
3 C -0.388
4 C -0.397
5 C -0.399